{"formula": "C5H4F4O3", "method": "ωB97M-V with the def2-TZVPD basis set", "symbols": ["F", "F", "F", "F", "O", "O", "O", "C", "C", "C", "C", "C", "H", "H", "H", "H"], "xyz": [[-0.411754, 1.845373, 1.823808], [-1.144938, 0.480718, -2.512906], [-0.083710, -0.183846, 2.469171], [-0.408398, 1.969481, -1.121149], [3.196625, 0.446045, -0.094452], [1.534821, 0.787709, 1.277626], [1.175685, -0.358142, -0.673306], [-0.220137, -0.203252, -0.378554], [-1.024723, 0.777635, -1.231239], [2.043081, 0.243437, 0.073821], [0.234483, 0.717274, 1.535334], [-0.691356, -1.619066, -0.153262], [-1.609576, -1.731292, -0.816897], [0.167877, -2.150644, -0.431689], [-2.010536, 0.743652, -0.731351], [-0.747446, -1.765084, 0.965045]], "forces_ev_per_angstrom": [[0.8, -0.3, -0.3], [0.0, -0.4, -1.1], [0.2, 0.2, 0.0], [-0.2, 0.7, -0.2], [-0.2, -0.8, -0.7], [-0.4, 0.4, 0.7], [-0.9, 0.6, -1.1], [1.4, 0.5, 3.3], [0.6, -0.9, 2.5], [1.5, 2.0, 1.3], [-1.7, -2.1, -3.8], [-1.8, 1.9, 0.6], [1.0, -0.8, 1.4], [0.5, -1.5, -0.9], [0.1, 0.6, -0.5], [-0.9, -0.2, -1.3]], "lowdin_charge": [0.162, 0.120, 0.135, 0.095, 0.205, 0.171, 0.114, -0.174, -0.384, -0.514, -0.414, 0.010, 0.122, 0.073, 0.174, 0.104], "mol_weight_g_mol": 188.1, "total_charge": 0, "max_force_ev_per_a": 4.6, "gap_ev": 10.9, "energy_ev": -22260.17954, "lumo_ev": 0.42}

---

{"formula": "C37H28N5Re", "method": "ωB97M-V with the def2-TZVPD basis set", "symbols": ["Re", "N", "N", "N", "N", "N", "C", "C", "C", "C", "C", "C", "C", "C", "C", "C", "C", "C", "C", "C", "C", "C", "C", "C", "C", "C", "C", "C", "C", "C", "C", "C", "C", "C", "C", "C", "C", "C", "C", "C", "C", "C", "C", "H", "H", "H", "H", "H", "H", "H", "H", "H", "H", "H", "H", "H", "H", "H", "H", "H", "H", "H", "H", "H", "H", "H", "H", "H", "H", "H", "H"], "xyz": [[-0.974899, 0.098456, 0.740953], [-2.142764, -1.034039, 2.070903], [1.215134, 0.548269, 1.126319], [-2.925102, 0.638555, 0.449825], [-3.902461, 0.008166, 0.917108], [-0.967379, 2.174174, 0.870230], [3.271904, -0.573152, 0.426140], [1.572337, 4.675321, 1.977442], [-0.917397, -2.474993, -1.143327], [2.595677, 2.526950, 1.746597], [2.704486, 3.874038, 2.047621], [-0.157208, -3.618517, -0.858079], [3.390637, -1.317540, 1.619075], [2.051356, 0.087744, 0.062692], [5.614410, -0.973117, -0.030124], [-1.016090, -4.670012, -2.837317], [1.520612, -0.706179, -3.515221], [-3.117089, 4.404308, -1.238079], [-1.735420, -1.860391, 3.041782], [-3.948551, -2.704293, 3.364099], [-4.223234, 2.321004, -0.821341], [-0.866594, -1.357250, -0.259394], [0.346095, 4.157497, 1.591688], [4.590115, -1.900687, 1.955766], [0.680726, 1.211146, -1.674480], [0.165637, 1.219861, -2.949000], [-3.092680, 1.916392, -0.131295], [0.584583, 0.259316, -3.870901], [0.219422, 2.811540, 1.238849], [-2.604889, -2.698872, 3.712105], [-1.779137, -3.542913, -3.123852], [2.044394, -0.721887, -2.238755], [-4.390075, -1.835174, 2.382541], [-3.466387, -1.008493, 1.769985], [-0.205483, -4.708369, -1.708351], [5.704743, -1.721843, 1.135500], [-1.999173, 4.009324, -0.511688], [1.640531, 0.248291, -1.291203], [1.367924, 2.024274, 1.353310], [-1.976597, 2.752771, 0.085524], [4.406116, -0.413014, -0.396388], [-4.230973, 3.583844, -1.385005], [-1.727888, -2.444087, -2.286588], [-1.058492, -5.527749, -3.495338], [-5.088888, 3.925788, -1.945537], [0.457645, -3.639773, 0.033523], [-2.413083, -3.527684, -3.999994], [-2.224289, -3.345708, 4.489082], [0.377292, -5.593012, -1.490156], [-1.160454, 4.683463, -0.422385], [-2.313715, -1.558005, -2.498000], [-0.553882, 1.975711, -3.233410], [6.650473, -2.166738, 1.415552], [-4.643951, -3.364316, 3.863874], [-0.530417, 4.788522, 1.605543], [2.528439, -1.503425, 2.250657], [1.540579, 0.093204, 1.973594], [-5.057333, 1.640895, -0.930295], [-5.428213, -1.762304, 2.092427], [-0.677664, -1.850722, 3.259394], [0.448621, 2.027751, -1.008848], [4.343176, 0.210528, -1.277522], [3.654193, 4.287119, 2.355426], [1.638808, 5.721157, 2.245556], [-3.118491, 5.385094, -1.695290], [1.819887, -1.461794, -4.228125], [2.700242, -1.526498, -1.938994], [3.456331, 1.873787, 1.829660], [0.175437, 0.264122, -4.872912], [6.488824, -0.818338, -0.646745], [4.669537, -2.497492, 2.853601]], "forces_ev_per_angstrom": [[0.0, 0.1, 0.7], [0.0, -0.2, -0.1], [0.0, -0.1, -0.2], [0.1, 0.0, 0.2], [-0.1, 0.0, -0.1], [0.2, -0.3, -0.6], [0.0, -0.1, 0.0], [0.0, 0.0, 0.0], [0.2, 0.1, -0.1], [0.0, 0.0, 0.0], [0.0, 0.0, 0.0], [0.0, 0.0, 0.0], [0.0, 0.0, 0.0], [0.0, -0.1, 0.1], [0.0, 0.0, 0.0], [0.0, 0.0, 0.0], [0.0, 0.0, 0.0], [0.0, 0.0, 0.0], [0.0, 0.0, 0.0], [0.0, 0.0, 0.0], [0.0, 0.0, 0.0], [-0.3, 0.0, 0.0], [0.0, 0.0, 0.0], [0.0, 0.0, 0.0], [0.2, 0.3, -0.1], [0.0, -0.1, 0.0], [-0.1, 0.0, 0.0], [0.0, -0.1, 0.0], [-0.1, 0.1, 0.1], [0.0, 0.0, 0.0], [0.0, 0.0, 0.0], [0.0, 0.0, 0.0], [0.0, 0.0, 0.0], [0.0, 0.0, 0.1], [0.0, 0.0, 0.0], [0.0, 0.0, 0.0], [0.0, 0.0, 0.0], [0.0, -0.1, 0.1], [0.0, 0.0, 0.0], [-0.1, 0.0, 0.1], [0.0, 0.0, 0.0], [0.0, 0.0, 0.0], [0.0, 0.0, 0.0], [0.0, 0.0, 0.0], [0.0, 0.0, 0.0], [0.0, 0.0, 0.0], [0.0, 0.0, 0.0], [0.0, 0.0, 0.0], [0.0, 0.0, 0.0], [0.0, 0.0, 0.0], [0.0, 0.0, 0.0], [0.0, 0.0, 0.0], [0.0, 0.0, 0.0], [0.0, 0.0, 0.0], [0.0, 0.0, 0.0], [0.0, 0.0, 0.0], [0.0, 0.1, 0.1], [0.0, 0.0, 0.0], [0.0, 0.0, 0.0], [0.0, 0.0, 0.0], [-0.1, -0.1, 0.0], [0.0, 0.0, 0.0], [0.0, 0.0, 0.0], [0.0, 0.0, 0.0], [0.0, 0.0, 0.0], [0.0, 0.0, 0.0], [0.0, 0.0, 0.0], [0.0, 0.0, 0.0], [0.0, 0.0, 0.0], [0.0, 0.0, 0.0], [0.0, 0.0, 0.0]], "lowdin_charge": [1.401, -0.067, -0.016, -0.107, 0.161, -0.101, -0.172, -0.038, -0.309, -0.008, -0.051, -0.041, 0.002, -0.077, -0.020, -0.045, -0.021, -0.045, -0.092, -0.010, 0.002, -0.155, 0.000, -0.027, -0.012, -0.018, -0.196, -0.001, -0.253, -0.017, -0.054, 0.012, 0.036, -0.284, -0.057, -0.005, -0.016, -0.173, -0.177, -0.232, 0.008, -0.059, -0.037, 0.118, 0.116, 0.111, 0.116, 0.123, 0.115, 0.106, 0.117, 0.125, 0.129, 0.129, 0.120, 0.120, 0.109, 0.122, 0.133, 0.112, 0.101, 0.133, 0.118, 0.122, 0.119, 0.127, 0.129, 0.122, 0.128, 0.127, 0.125], "mol_weight_g_mol": 728.9, "total_charge": 2, "max_force_ev_per_a": 0.7, "gap_ev": 4.9, "energy_ev": -48387.80353, "lumo_ev": -7.86}

---

{"formula": "C46H54ClN4O4Ru", "method": "ωB97M-V with the def2-TZVPD basis set", "symbols": ["Ru", "Cl", "O", "O", "O", "O", "N", "N", "N", "N", "C", "C", "C", "C", "C", "C", "C", "C", "C", "C", "C", "C", "C", "C", "C", "C", "C", "C", "C", "C", "C", "C", "C", "C", "C", "C", "C", "C", "C", "C", "C", "C", "C", "C", "C", "C", "C", "C", "C", "C", "C", "C", "C", "C", "C", "C", "H", "H", "H", "H", "H", "H", "H", "H", "H", "H", "H", "H", "H", "H", "H", "H", "H", "H", "H", "H", "H", "H", "H", "H", "H", "H", "H", "H", "H", "H", "H", "H", "H", "H", "H", "H", "H", "H", "H", "H", "H", "H", "H", "H", "H", "H", "H", "H", "H", "H", "H", "H", "H", "H"], "xyz": [[0.644074, 0.203948, -0.184743], [-5.003178, 0.681912, 1.810628], [0.424757, 1.295124, -1.852344], [-1.406591, 3.233790, 0.557008], [2.996323, 2.039682, 0.511457], [0.700078, -1.661503, 0.756412], [0.785112, 2.577750, 0.564773], [0.163015, 4.862336, 0.580804], [-0.868573, -0.817526, -1.173222], [-1.078653, 0.427302, 1.545957], [-2.385394, 1.619385, -4.131083], [5.134395, -1.306641, -1.188439], [-0.912967, 5.844550, 0.578360], [1.465504, 5.225438, 0.562126], [3.457296, -0.249422, 0.225881], [-1.004895, -2.102767, -0.829009], [6.095152, -2.728931, 1.004547], [-1.818896, -3.071307, -1.475236], [2.456414, 4.308924, 0.546602], [-0.310825, 3.106206, -3.997167], [-2.371936, 0.485182, 1.258649], [-3.817900, -5.905019, -0.675305], [-3.329179, 0.619890, 2.250741], [-5.396847, 1.642282, -4.282345], [4.538135, -1.118938, 0.078588], [2.574051, 0.694054, 0.263823], [-4.563871, 0.359357, -4.407090], [-2.941255, 0.710849, 3.572916], [-3.203277, 0.553682, -3.739190], [-2.730047, -5.431518, -1.649821], [-1.897064, -4.340976, -0.985054], [1.060529, 2.624106, -4.493069], [1.979188, -4.186694, 1.777620], [-0.125563, 4.070728, -2.815195], [-3.409329, -4.936646, -2.926134], [5.035809, -1.859812, 1.172523], [-1.167383, -4.670389, 0.197074], [-0.225091, 3.511321, 0.568006], [0.473389, -4.212554, 2.084437], [-1.151595, 1.905464, -3.559496], [-1.585828, 0.659336, 3.859305], [-1.475362, -0.071335, -2.185517], [-0.707890, 1.057611, -2.529732], [-0.316860, -3.812201, 0.839729], [-4.355555, 0.033805, -5.892334], [0.110773, -5.621052, 2.556988], [-2.728806, -0.296515, -2.756070], [-1.819270, -6.614370, -2.011582], [6.683952, -2.890572, -0.246360], [-5.354376, -0.783550, -3.769066], [-0.971408, 3.885667, -5.135160], [-0.689735, 0.514324, 2.815806], [0.158415, -3.239400, 3.231348], [-0.166549, -2.500286, 0.286590], [2.034096, 2.951324, 0.542470], [6.195837, -2.176065, -1.337507], [-2.746623, 2.268448, -4.916445], [-3.391260, -6.300592, 0.247186], [4.572323, -1.737047, 2.142557], [-1.230676, 0.725613, 4.878104], [-3.681702, 0.820217, 4.353520], [-1.288433, -5.668502, 0.592246], [-1.936387, 4.302924, -4.839401], [0.368151, -6.380372, 1.815712], [0.483602, 4.924648, -3.125788], [-6.381735, 1.497871, -4.732819], [1.596665, 2.089929, -3.711346], [-4.115949, -4.129631, -2.720071], [-6.334856, -0.859399, -4.242920], [-0.324089, 4.717775, -5.419206], [2.541787, -4.451295, 2.676773], [-2.654807, 0.440728, 0.214419], [4.744431, -0.757519, -2.035245], [0.693295, -3.546761, 4.133305], [-0.952130, -5.711419, 2.791677], [6.646922, -2.304457, -2.313102], [-4.485755, -5.082602, -0.412085], [0.368334, 3.571942, -1.983940], [7.515529, -3.571421, -0.371064], [-3.333789, -1.110618, -2.389153], [-2.389797, -7.373590, -2.550845], [0.458891, -2.224729, 2.980644], [-1.094511, 4.444885, -2.473997], [2.298792, -3.201970, 1.442731], [-1.545810, 5.697059, -0.294214], [-5.510025, -0.618316, -2.700873], [-4.851171, -1.744570, -3.898923], [-2.682949, -4.578922, -3.658263], [0.378080, 0.460195, 2.994909], [-0.994274, -6.288673, -2.647673], [-0.911611, -3.239953, 3.454377], [-3.814140, 0.833525, -6.400076], [-2.339238, -2.787393, -2.374229], [1.663187, 3.479909, -4.808850], [0.672538, -5.845137, 3.465498], [-5.534584, 1.913199, -3.233790], [-1.393987, -7.083837, -1.123826], [1.660208, 6.289343, 0.546947], [3.499268, 4.573720, 0.508300], [-1.120458, 3.263676, -6.020144], [-1.528477, 5.723840, 1.467561], [-3.779587, -0.886491, -6.007655], [0.941197, 1.957929, -5.350280], [6.465506, -3.289169, 1.853575], [-5.317031, -0.096525, -6.395509], [-4.920831, 2.483953, -4.786266], [2.223042, -4.913254, 0.999496], [-3.967003, -5.756743, -3.381498], [-4.413868, -6.697143, -1.134456], [-0.474814, 6.839504, 0.559393]], "forces_ev_per_angstrom": [[-0.3, 0.2, 0.1], [0.0, 0.0, 0.0], [0.0, -0.1, -0.2], [0.0, 0.0, 0.0], [-0.1, 0.1, -0.2], [0.2, 0.1, -0.1], [0.0, 0.1, 0.1], [0.0, 0.0, 0.0], [0.0, 0.0, -0.2], [0.0, 0.0, 0.0], [0.0, 0.0, 0.0], [0.1, -0.1, -0.1], [0.0, 0.0, 0.0], [0.0, 0.0, 0.0], [0.5, 0.2, -0.1], [0.0, -0.1, 0.0], [-0.1, 0.0, 0.0], [0.0, 0.1, 0.1], [-0.1, 0.0, 0.0], [0.0, 0.0, 0.0], [0.0, 0.0, 0.0], [0.0, 0.0, 0.0], [0.0, 0.0, -0.1], [0.0, 0.0, 0.0], [-0.5, 0.1, 0.1], [0.0, -0.4, 0.2], [0.0, 0.0, 0.0], [0.0, 0.0, 0.0], [0.0, 0.0, 0.0], [0.0, 0.0, 0.0], [0.0, -0.1, 0.1], [0.0, 0.0, 0.0], [0.0, 0.0, 0.0], [0.0, 0.0, 0.0], [0.0, 0.0, 0.0], [0.1, -0.1, 0.1], [-0.1, 0.0, -0.1], [0.0, -0.1, 0.0], [0.0, 0.0, 0.0], [0.0, 0.0, 0.0], [0.0, 0.0, 0.0], [0.0, -0.2, 0.2], [0.1, 0.2, 0.0], [0.0, 0.1, 0.0], [0.0, 0.0, 0.0], [0.0, 0.0, 0.0], [0.0, 0.0, 0.0], [0.0, 0.0, 0.0], [0.0, 0.0, 0.0], [0.0, 0.0, 0.0], [0.0, 0.0, 0.0], [0.0, 0.0, 0.0], [0.0, 0.0, 0.0], [-0.1, -0.1, 0.0], [0.2, -0.1, 0.0], [-0.1, 0.0, 0.0], [0.0, 0.0, 0.0], [0.0, 0.0, 0.0], [0.0, 0.0, 0.0], [0.0, 0.0, 0.0], [0.0, 0.0, 0.0], [0.0, 0.0, 0.0], [0.0, 0.0, 0.0], [0.0, 0.0, 0.0], [0.0, 0.0, 0.0], [0.0, 0.0, 0.0], [0.0, 0.0, 0.0], [0.0, 0.0, 0.0], [0.0, 0.0, 0.0], [0.0, 0.0, 0.0], [0.0, 0.0, 0.0], [0.0, 0.0, 0.0], [0.0, 0.0, 0.0], [0.0, 0.0, 0.0], [0.0, 0.0, 0.0], [0.0, 0.0, 0.0], [0.0, 0.0, 0.0], [0.0, 0.0, -0.1], [0.0, 0.0, 0.0], [0.0, 0.0, 0.0], [0.0, 0.0, 0.0], [0.0, 0.0, 0.0], [0.0, 0.0, 0.0], [0.0, 0.0, 0.0], [0.0, 0.0, 0.0], [0.0, 0.0, 0.0], [0.0, 0.0, 0.0], [0.0, 0.0, 0.0], [0.0, 0.0, 0.0], [0.0, 0.0, 0.0], [0.0, 0.0, 0.0], [0.0, 0.0, 0.0], [0.0, 0.0, 0.0], [0.0, 0.0, 0.0], [0.0, 0.0, 0.0], [0.0, 0.0, 0.0], [0.0, 0.0, 0.0], [0.0, 0.0, 0.0], [0.0, 0.0, 0.0], [0.0, 0.0, 0.0], [0.0, 0.0, 0.0], [0.0, 0.0, 0.0], [0.0, 0.0, 0.0], [0.0, 0.0, 0.0], [0.0, 0.0, 0.0], [0.0, 0.0, 0.0], [0.0, 0.0, 0.0], [0.0, 0.0, 0.0], [0.0, 0.0, 0.0], [0.0, 0.0, 0.0]], "mulliken_spin": [2.837, 0.002, 0.158, 0.003, 0.048, 0.244, 0.061, 0.003, 0.224, 0.018, 0.058, 0.194, 0.002, 0.000, 0.381, 0.105, -0.098, 0.014, 0.002, -0.001, -0.012, 0.007, 0.001, 0.000, -0.038, 0.138, -0.001, -0.005, -0.020, 0.004, 0.084, 0.006, 0.000, 0.012, -0.001, 0.188, 0.075, 0.003, -0.012, 0.024, 0.008, -0.107, 0.014, 0.005, 0.000, -0.001, 0.049, 0.007, 0.194, 0.000, 0.001, 0.003, 0.008, 0.166, -0.015, -0.096, 0.014, 0.000, 0.008, 0.000, 0.000, 0.015, -0.001, 0.000, 0.000, 0.001, -0.003, 0.000, 0.000, 0.000, 0.001, 0.013, 0.013, 0.000, 0.000, -0.003, 0.000, -0.007, 0.014, 0.011, 0.002, -0.007, -0.001, 0.003, 0.000, 0.000, 0.000, 0.001, -0.008, 0.000, -0.001, 0.000, 0.000, -0.001, 0.000, 0.000, -0.001, 0.000, 0.000, 0.000, 0.000, 0.000, -0.001, -0.004, 0.000, 0.000, -0.002, 0.000, 0.002, -0.001], "mol_weight_g_mol": 863.5, "total_charge": 0, "max_force_ev_per_a": 0.5, "multiplicity": 6, "s2": 8.834, "gap_ev": [6.9, 5.8], "energy_ev": -77832.01215, "lumo_ev": [0.52, -1.43]}